DFT (wB97M-V/def2-TZVPD) results for a structure of composition C8H10BF4NRe in a non-equilibrium geometry.

The value obtained for the LUMO energy (alpha / beta) is 0.0186 / -0.0723 hartree. Its charge is 0. For the molar mass, the calculation gives 393.2 g/mol. Its multiplicity is 4. The HOMO energy (alpha / beta) is -0.287 / -0.287 hartree. For the orbital gap (alpha / beta), the calculation gives 8.33 / 5.84 eV.

Last column: Mulliken charge in e.
Geometry (Å):
C 0.89 -1.18 -1.62  -0.505
C -0.51 -1.19 -1.90  -0.472
C -1.17 -1.93 -0.84  -0.482
C -0.16 -2.34 0.11  -0.194
C 1.12 -1.88 -0.38  -0.376
Re -0.23 -0.29 -0.01  1.598
C -1.26 1.47 -0.72  -0.928
C 0.18 1.87 -1.04  0.359
C 0.66 2.57 -2.12  -1.161
N 1.01 1.24 -0.21  -0.322
H -2.22 -2.17 -0.80  0.424
H -0.98 -0.85 -2.81  0.445
H -0.32 -2.92 1.00  0.445
H 2.08 -2.09 0.06  0.405
H 1.68 -0.84 -2.29  0.396
H -2.05 1.30 -1.47  0.341
H 1.89 1.57 0.10  0.117
H -1.67 2.09 0.09  0.302
H 0.01 3.20 -2.72  0.315
H 1.74 2.48 -2.25  0.246
F -0.83 0.43 1.75  -0.671
B -0.05 -0.09 3.27  0.572
F -0.29 -1.42 3.17  -0.272
F 1.25 0.33 3.02  -0.318
F -0.77 0.63 4.16  -0.264

DFT (wB97M-V/def2-TZVPD) results for a structure of composition C8H10Br12O3.

The value obtained for the LUMO energy is -0.0171 hartree. Its charge is 0. For the molar mass, the calculation gives 1113.0 g/mol. The HOMO energy is -0.371 hartree. For the orbital gap, the calculation gives 9.63 eV.

Last column: Mulliken charge in e.
Geometry (Å):
O -1.27 3.05 -0.96  -0.522
C -1.14 1.85 -1.01  -0.372
C -0.48 1.04 0.09  0.610
C -0.15 -0.38 -0.36  -0.490
O -0.08 -1.25 0.78  -0.142
C 0.94 -2.13 0.75  0.060
O 0.79 -3.30 0.98  -0.494
H -1.50 1.28 -1.89  0.418
H -1.20 0.92 0.91  0.106
H 0.40 1.58 0.42  -0.154
H 0.78 -0.42 -0.93  0.161
H -0.96 -0.74 -1.00  0.275
H 1.95 -1.73 0.54  0.431
C 2.16 -0.13 -4.24  -0.353
Br 1.33 1.27 -3.21  0.039
Br 4.01 0.24 -4.58  -0.006
Br 1.91 -1.84 -3.40  -0.007
H 1.65 -0.16 -5.20  0.380
C -1.54 -5.09 -0.30  0.548
Br -0.88 -6.70 0.51  -0.026
Br -1.63 -5.24 -2.22  -0.031
Br -3.24 -4.56 0.45  -0.025
H -0.83 -4.30 -0.06  -0.453
C 0.18 5.04 0.41  -0.079
Br 0.72 6.74 -0.31  -0.043
Br 1.67 3.83 0.57  -0.051
Br -0.75 5.24 2.09  -0.061
H -0.52 4.59 -0.28  0.300
C -0.48 0.28 4.41  -0.368
Br -0.34 1.98 3.51  0.065
Br -2.01 -0.72 3.80  -0.027
Br 1.14 -0.74 4.26  -0.037
H -0.63 0.49 5.46  0.350

DFT (wB97M-V/def2-TZVPD) results for the molecule C8H10BrN3 in a non-equilibrium geometry.

The value obtained for the LUMO energy is 0.0227 hartree. Its charge is 0. For the molar mass, the calculation gives 228.1 g/mol. The HOMO energy is -0.348 hartree. The SMILES is CC(C)(C)n1ncc(Br)c1C#N. The relative energy (zero: lowest compared OMol25 entry of this formula, charge and spin) is 0.00 kcal per mole. For the orbital gap, the calculation gives 10.09 eV.

Last column: Mulliken charge in e.
Geometry (Å):
C 1.58 -0.73 1.66  -0.330
C 0.32 2.57 1.02  -0.258
C 0.97 0.47 1.25  0.813
C 1.15 1.75 1.78  -0.070
C -1.16 -1.49 0.23  -1.556
C 0.72 -1.08 -1.39  -1.556
C -1.43 0.20 -1.61  -1.811
C -0.45 -0.45 -0.63  1.216
N 2.10 -1.68 2.02  -0.481
N -0.31 1.86 0.11  -1.088
N 0.07 0.60 0.24  1.049
Br 2.27 2.23 3.21  -0.150
H 0.17 3.63 1.11  0.486
H -1.96 -1.02 0.80  0.383
H -1.60 -2.25 -0.41  0.412
H -0.47 -1.97 0.92  0.425
H 1.25 -0.32 -1.97  0.382
H 1.43 -1.55 -0.71  0.425
H 0.35 -1.84 -2.07  0.411
H -0.93 0.97 -2.20  0.424
H -1.82 -0.56 -2.28  0.452
H -2.25 0.66 -1.07  0.422

DFT (wB97M-V/def2-TZVPD) results for the molecule C8H10BrNO3 in a non-equilibrium geometry.

The value obtained for the LUMO energy is -0.0212 hartree. Its charge is 0. For the molar mass, the calculation gives 248.1 g/mol. The HOMO energy is -0.336 hartree. The SMILES is O=[N+]([O-])\C=C/C=C\C=C\[C@H](O)CBr. The relative energy (zero: lowest compared OMol25 entry of this formula, charge and spin) is 9.74 kcal per mole. For the orbital gap, the calculation gives 8.57 eV.

Last column: Mulliken charge in e.
Geometry (Å):
C -1.73 -1.31 0.31  -0.579
C -1.46 -0.86 1.52  -0.206
C -1.22 -0.73 -0.93  -0.117
C -0.61 0.15 1.99  -0.613
C -0.05 -0.10 -1.05  -0.399
C 0.64 0.01 2.56  -0.244
C 0.56 2.00 -2.16  -0.665
C 0.45 0.57 -2.35  -0.065
N 1.16 -1.20 3.10  0.993
O 2.25 -1.04 3.61  -0.603
O 0.56 -2.22 3.05  -0.573
O 1.81 0.15 -2.32  -0.554
Br -1.25 2.73 -2.24  -0.175
H -2.43 -2.04 0.23  0.494
H -2.03 -1.38 2.26  0.326
H -1.79 -0.97 -1.82  0.345
H -1.01 1.01 1.59  0.484
H 0.50 0.08 -0.13  0.301
H 1.35 0.79 2.90  0.443
H 1.20 2.39 -1.30  0.379
H 1.25 2.40 -2.97  0.370
H -0.06 0.36 -3.35  0.334
H 1.91 -0.80 -2.51  0.326

DFT (wB97M-V/def2-TZVPD) results for the molecule C8H10ClN5S in a non-equilibrium geometry.

The value obtained for the LUMO energy is 0.0118 hartree. Its charge is 0. For the molar mass, the calculation gives 243.7 g/mol. The HOMO energy is -0.325 hartree. The SMILES is [H]/N=C(/N)N/C(=N/[H])SCc1ccc(Cl)nc1. The relative energy (zero: lowest compared OMol25 entry of this formula, charge and spin) is 5.00 kcal per mole. For the orbital gap, the calculation gives 9.17 eV.

Last column: Mulliken charge in e.
Geometry (Å):
Cl -3.59 -0.43 5.19  -0.192
N 2.49 -1.43 -1.78  -0.795
N -1.60 -1.12 -2.10  -0.814
N -1.03 -0.59 4.20  -0.583
S 0.49 -2.33 -0.29  -0.219
C 1.23 -1.58 -1.71  0.498
C -0.64 -0.66 -2.81  0.634
C -0.14 -0.72 3.21  -0.353
C -2.33 -0.57 3.92  0.288
C -2.79 -0.59 2.60  -0.463
C -1.90 -0.69 1.54  -0.166
C -0.52 -0.78 1.84  0.274
N -0.98 0.33 -3.60  -0.436
N 0.64 -1.01 -2.75  -0.218
C 0.51 -0.83 0.76  -0.521
H 3.08 -1.84 -1.08  0.268
H -1.42 -1.93 -1.51  0.234
H 0.94 -0.70 3.45  0.323
H -3.86 -0.49 2.40  0.368
H -2.27 -0.71 0.50  0.426
H -0.39 0.59 -4.38  0.214
H -2.01 0.35 -3.76  0.299
H 1.29 -0.45 -3.27  0.253
H 0.33 0.04 0.09  0.320
H 1.50 -0.66 1.20  0.361

DFT (wB97M-V/def2-TZVPD) results for a cluster of 2 separate species, C8H10ClNO2S in total in a non-equilibrium geometry.

The value obtained for the LUMO energy (alpha / beta) is 0.0026 / 0.0069 hartree. Its charge is 0. For the molar mass, the calculation gives 219.7 g/mol. The HOMO energy (alpha / beta) is -0.295 / -0.288 hartree. The relative energy (zero: lowest compared OMol25 entry of this formula, charge and spin) is 0.00 kcal per mole. For the orbital gap (alpha / beta), the calculation gives 8.10 / 8.03 eV.

Last column: Mulliken charge in e.
Geometry (Å):
C 2.64 1.09 -1.48  -0.328
C 1.41 1.74 -1.62  -0.576
C 2.89 0.15 -0.51  -0.572
C 0.48 1.59 -0.63  -0.061
C 1.89 -0.14 0.40  -0.674
C 0.67 0.59 0.29  0.061
C -1.93 -1.00 -1.19  -0.216
C -1.35 -1.28 1.18  -0.295
N -2.54 -1.29 1.86  -0.478
O 0.07 0.22 2.85  -0.706
O -1.52 1.36 1.56  -0.719
S -0.59 0.26 1.56  1.362
Cl -0.81 -1.88 -2.13  -0.152
H 3.40 1.32 -2.22  0.339
H 1.18 2.53 -2.36  0.343
H 3.80 -0.40 -0.58  0.395
H -0.45 2.13 -0.65  0.484
H 2.03 -0.90 1.02  0.535
H -2.91 -1.37 -1.14  0.403
H -1.56 -0.08 -0.97  0.065
H -0.68 -2.22 1.21  0.331
H -2.97 -0.38 1.75  0.212
H -3.15 -2.04 1.83  0.246